The following is a quantum chemistry calculation of CH6OP2S as an isolated structure at a distorted geometry, from the Open Molecules 2025 dataset.

Output
HOMO level = -0.3388 Ha
2S+1 = 1
total energy = -1197.74220 Eh
LUMO level = -0.0441 hartree
frontier orbital gap = 8.0 eV

CARTESIAN COORDINATES (ANGSTROEM)
C  0.151  -1.427  -0.522
O  -1.617  1.953  0.453
P  0.595  1.861  -0.197
P  1.303  -0.118  0.290
S  3.228  0.052  -0.059
H  0.694  -2.270  -0.912
H  -0.661  -1.774  0.114
H  -0.203  -0.823  -1.341
H  -1.936  2.681  -0.245
H  1.311  1.977  1.042
H  1.110  -0.289  1.761